Record 1
{
  "formula": "C6H9F",
  "method": "ωB97M-V with the def2-TZVPD basis set",
  "species": ["H", "H", "C", "C", "C", "H", "H", "H", "C", "C", "H", "H", "H", "C", "H", "F"],
  "positions_angstrom": [[-2.626, 0.290, -0.384], [-1.644, 0.471, 1.165], [-0.664, -0.530, -0.427], [-1.913, -0.224, 0.280], [-0.081, 0.629, -1.043], [2.047, -0.425, 0.451], [-0.632, 1.485, -1.288], [-2.475, -1.100, 0.708], [1.241, 1.484, 0.474], [-0.084, -1.729, -0.549], [2.683, 0.601, 1.801], [0.817, -1.937, -1.071], [-0.464, -2.546, -0.070], [2.005, 0.614, 0.976], [0.881, 2.432, 0.907], [0.908, 0.485, -1.930]],
  "forces_ev_per_a": [[0.299, 0.024, 0.298], [-0.673, -0.902, -1.309], [0.670, -0.784, -1.050], [-1.157, 0.440, 2.236], [3.714, 1.849, 2.802], [-0.203, 1.506, 0.760], [-1.176, 0.902, -0.239], [0.878, 0.672, -0.447], [-4.984, 1.420, -1.597], [0.313, 1.719, -0.299], [0.312, 0.715, 0.549], [0.614, 0.369, -0.614], [-1.255, -1.996, 1.223], [1.911, -4.581, -0.668], [0.508, -0.337, -0.533], [0.229, -1.016, -1.112]],
  "mulliken_charge": [0.303, 0.239, 1.126, -1.159, -0.523, 0.058, 0.509, 0.337, -0.361, -1.222, 0.327, 0.348, 0.342, -0.338, 0.298, -0.284],
  "relative_energy_ev": 3.589,
  "total_charge": 0,
  "homo_lumo_gap_ev": 9.1,
  "total_energy_ha": -333.724451,
  "e_lumo_ev": 0.63,
  "largest_force_ev_per_a": 5.42
}


Record 2
{
  "formula": "C22H56ClN4O11",
  "method": "ωB97M-V with the def2-TZVPD basis set",
  "species": ["O", "H", "C", "H", "C", "H", "O", "H", "H", "H", "O", "C", "H", "H", "C", "C", "H", "H", "H", "H", "C", "H", "H", "C", "H", "H", "H", "H", "C", "H", "H", "H", "H", "H", "H", "H", "H", "O", "H", "H", "H", "H", "O", "H", "H", "H", "H", "H", "H", "C", "O", "H", "H", "C", "O", "H", "C", "H", "C", "H", "H", "H", "N", "H", "N", "C", "H", "C", "C", "H", "N", "C", "H", "H", "C", "N", "H", "H", "H", "O", "C", "H", "H", "H", "C", "C", "C", "C", "O", "Cl", "O", "O", "H", "H"],
  "positions_angstrom": [[1.189, 2.640, 4.219], [3.622, -1.535, 3.575], [2.210, 1.624, 4.324], [-0.009, -2.632, -5.499], [-0.571, 1.860, 2.582], [-4.077, -1.716, 0.299], [-4.526, 4.120, 2.391], [-0.413, -3.931, 0.729], [3.934, 0.399, 2.092], [-1.387, -0.379, -8.015], [4.547, 1.446, -0.887], [-3.728, -1.870, -0.722], [2.588, 1.809, -0.010], [-2.259, -2.064, 1.433], [5.913, -0.157, 3.024], [0.297, -1.310, -3.926], [-3.552, -5.678, 1.893], [-1.432, -2.038, -7.565], [-5.632, -1.044, -1.580], [-2.403, 4.259, 2.286], [-4.555, -1.021, -1.746], [-4.366, 0.047, -1.638], [6.511, -1.047, 2.830], [4.925, 0.060, 1.791], [2.420, -0.927, -3.281], [-0.950, -1.873, -2.371], [-2.265, -0.499, -0.528], [2.936, -0.530, 0.312], [3.864, -0.870, -0.148], [4.369, -1.884, 1.491], [-0.931, -3.837, -0.832], [-0.970, 1.892, 1.568], [3.581, 0.212, -2.082], [-3.006, -1.448, -4.570], [1.311, -1.227, -2.066], [2.851, 2.510, -1.384], [6.639, 0.656, 2.995], [-4.314, -1.569, -3.063], [-3.244, 4.487, 3.832], [-3.625, 2.156, 4.048], [-3.313, -4.099, 2.201], [-0.130, -0.333, -3.699], [-2.319, -4.671, 0.432], [-1.561, -2.015, -3.757], [0.117, -1.221, -8.070], [-0.041, 0.908, 2.618], [-1.127, 2.690, 4.312], [-0.814, -1.709, 0.673], [0.028, 3.824, 2.863], [4.466, -1.474, 4.261], [0.389, 0.818, -0.735], [2.015, 0.640, 3.897], [3.727, -1.848, -0.609], [-4.891, 5.469, 2.464], [5.221, -0.220, 4.291], [2.346, 1.505, 5.399], [-2.934, 2.373, 3.234], [-1.966, -5.212, 2.508], [-3.201, 3.882, 2.926], [4.022, -1.711, 5.228], [-3.184, 1.762, 2.367], [-4.171, 6.187, 2.071], [-1.535, 2.041, 3.654], [-5.831, 5.630, 1.937], [-2.330, -1.495, -0.680], [-2.752, -4.943, 1.802], [5.204, -2.232, 4.002], [-3.668, -0.770, -4.030], [3.432, 2.311, -0.484], [-3.792, -2.890, -1.100], [4.801, -1.153, 0.944], [-1.772, -2.185, 0.465], [5.124, -0.220, -1.997], [1.236, -1.402, -5.959], [-1.289, -3.602, 0.170], [-0.680, -2.186, -3.293], [5.249, 0.917, 1.200], [1.838, -2.610, -2.923], [1.279, 2.729, 2.212], [-0.215, 2.155, -2.528], [1.562, -1.566, -3.071], [-3.098, 0.066, -3.625], [3.669, 3.249, 0.018], [3.145, 1.895, 3.834], [0.494, 2.844, 2.959], [0.297, -1.587, -5.438], [-0.809, -1.146, -7.500], [4.354, 0.144, -1.317], [-1.742, 1.597, -0.875], [-0.391, 1.941, -1.122], [-0.641, -0.785, -6.129], [0.031, 3.180, -0.514], [-5.001, 5.802, 3.496], [-4.343, -0.363, -4.783]],
  "forces_ev_per_a": [[-0.975, -0.247, -0.087], [0.139, 0.547, -0.457], [-0.471, 0.516, -0.213], [0.247, -0.392, -0.380], [0.558, -0.418, 1.556], [-0.941, -0.434, 0.064], [0.779, -0.624, -0.521], [0.050, 0.535, 0.813], [-0.278, -0.102, 0.716], [-0.023, 0.330, 0.368], [1.213, 2.185, 1.441], [-0.969, 1.181, -1.430], [0.556, -0.507, 1.056], [-0.782, -0.372, -0.023], [-1.301, 0.754, -1.111], [-0.091, 0.071, 1.129], [0.405, -0.667, -0.997], [0.334, -0.472, -0.137], [-0.123, -0.650, 0.257], [-0.122, 0.225, -0.384], [0.492, -0.693, -0.038], [0.742, 0.154, -0.400], [-0.173, -0.392, 0.141], [0.851, -0.603, 0.692], [0.094, -0.278, -0.613], [0.422, 0.256, 0.565], [0.228, 0.344, -0.041], [-0.443, 0.296, -0.539], [1.071, 0.108, -1.327], [0.065, -0.115, 0.180], [-0.756, 0.661, -0.409], [0.029, 0.750, 0.131], [-0.952, -0.438, 0.274], [0.071, 0.261, -0.138], [-0.306, 0.042, 0.129], [0.371, 0.736, -0.552], [-0.277, 0.249, 0.662], [-0.277, 0.667, 0.793], [0.795, -0.206, 0.538], [0.005, -0.488, 0.002], [0.440, 0.660, 0.154], [0.978, 0.807, -0.605], [-0.055, -0.215, 0.684], [-0.154, -0.369, -0.306], [0.322, -0.356, 0.253], [-0.411, -0.721, 0.231], [-0.526, 0.025, 0.274], [0.244, 0.487, -0.093], [0.588, 0.336, 0.712], [0.841, 0.494, 0.552], [1.429, -0.936, 1.254], [-0.845, -0.067, -0.058], [-0.472, 0.110, -0.350], [-0.068, 0.417, 0.234], [-0.531, -1.274, -1.065], [0.228, -0.009, -0.143], [0.459, 0.923, 0.645], [0.367, 0.031, -0.228], [-0.530, -0.127, 0.074], [0.393, 0.393, 0.255], [-0.009, 0.065, 0.020], [0.418, -0.253, -0.537], [-2.285, -0.528, -0.584], [0.012, -0.248, 0.033], [-0.306, -0.443, 0.313], [-0.075, 1.410, -0.836], [-0.243, -0.425, 0.015], [0.179, -0.185, -0.203], [-1.207, -1.714, -1.864], [-0.225, -0.186, 0.564], [0.698, 1.496, -0.155], [2.988, 0.040, -0.565], [1.060, 0.083, 1.014], [0.547, -0.313, 0.411], [-1.475, -2.268, 1.279], [-1.147, -1.237, -0.552], [0.441, -0.447, -0.247], [-0.025, -0.105, -0.650], [0.137, 0.550, -0.458], [-0.082, -0.271, -0.918], [-0.054, 1.040, 0.063], [0.148, -0.105, 0.256], [0.778, -0.493, -0.065], [0.106, 0.578, 0.120], [2.423, -0.366, -2.059], [0.226, -0.057, 0.252], [-0.587, 0.367, 0.668], [-2.670, -0.825, 0.766], [-2.107, 0.284, 1.071], [1.039, 1.215, -2.719], [-0.634, 0.485, -0.525], [-0.280, -0.442, 1.390], [-0.289, -0.151, 0.443], [-0.454, 0.066, 0.077]],
  "mulliken_charge": [-0.447, 0.161, -0.655, 0.311, 0.594, 0.416, -0.339, 0.485, 0.178, 0.257, -0.476, -0.692, 0.040, 0.789, -0.872, 1.539, 0.307, 0.320, 0.410, 0.254, -0.665, 0.306, 0.458, -0.219, 0.454, 0.108, -0.310, 0.180, -0.338, 0.317, 0.232, -0.327, 0.041, 0.276, 0.172, 0.420, 0.359, -0.451, 0.296, 0.342, 0.268, 0.131, -0.410, 0.038, 0.302, -0.109, 0.282, 0.069, 0.470, -0.734, -0.437, 0.204, 0.474, -0.796, -0.371, 0.345, -0.700, 0.313, -0.238, 0.281, 0.253, 0.322, -0.232, 0.264, 0.679, -0.774, 0.371, -0.625, -0.629, 0.302, -0.482, -0.545, 0.400, 0.429, -0.724, -0.862, 0.413, 0.372, 0.101, -0.806, -1.615, 0.235, 0.357, 0.323, -0.549, -1.011, -0.819, -0.355, -0.750, 1.611, -0.265, -0.667, 0.330, 0.338],
  "relative_energy_ev": 0.319,
  "total_charge": -1,
  "homo_lumo_gap_ev": 8.6,
  "total_energy_ha": -2378.210290,
  "e_lumo_ev": 2.50,
  "largest_force_ev_per_a": 3.20
}